The following is a DFT calculation (ωB97M-V with the def2-TZVPD basis set) of C4H5NO2 in the gas phase.

The geometry in XYZ format:
```
12
C4H5NO2 (ωB97M-V with the def2-TZVPD basis set)
O -0.80146 2.74114 0.21650
C -0.21975 1.70478 0.14376
C -0.80966 0.31663 0.11969
C -0.04602 -1.71391 -0.40935
N 0.30905 -0.43664 -0.50435
C 1.43791 0.21963 -0.18139
O 1.12910 1.56602 0.01452
H -0.94671 -0.06478 1.15453
H -1.76528 0.23166 -0.39828
H -0.92138 -2.00868 -0.96842
H 0.49311 -2.34303 0.27637
H 2.14110 -0.21282 0.53641
```

Molar mass (g/mol): 99.09
ΔE to the lowest compared entry with this formula, charge and spin (kcal/mol): 92.3
F_max (eV/A): 2.08
Gap between HOMO and LUMO (spin up / spin down) (eV): 8.09 / 7.82
DFT total energy (hartree): -360.52238
LUMO (spin up / spin down) (eV): 0.09 / 0.02



The following is a DFT calculation (ωB97M-V with the def2-TZVPD basis set) of C5H12N2 in the gas phase.

The geometry in XYZ format:
```
19
C5H12N2 (ωB97M-V with the def2-TZVPD basis set)
N 1.63686 1.14427 -1.92463
C 0.62443 1.33828 -0.96948
C -0.27397 0.20164 -0.53988
C 0.43464 -1.03975 -0.02525
C -0.51975 -1.69021 0.99273
C -1.07934 -0.53135 1.76976
N -0.94623 0.65133 0.79492
H 1.33002 0.74188 -2.75727
H 2.42318 0.61667 -1.61669
H 1.06898 1.57963 0.00150
H 0.16762 2.29771 -1.09296
H -0.99691 -0.00164 -1.30185
H 0.61381 -1.72093 -0.83803
H 1.36909 -0.78275 0.42953
H 0.03486 -2.40906 1.77884
H -1.32833 -2.22285 0.47147
H -2.15337 -0.74834 1.91423
H -0.56174 -0.49387 2.80659
H -1.91762 0.90262 0.74534
```

Molar mass (g/mol): 100.16
Structure (SMILES): NC[C@H]1CCCN1
ΔE to the lowest compared entry with this formula, charge and spin (kcal/mol): 36.9
F_max (eV/A): 2.87
Gap between HOMO and LUMO (eV): 9.87
DFT total energy (hartree): -307.17058
LUMO (eV): 1.06



Number 1 is which compound?
C4H5NO2



Which formula does entry 1 have?
C4H5NO2